[1]
{"formula": "C15H15Br6N3O6", "method": "the ωB97M-V functional and the def2-TZVPD basis", "e_lumo_ev": -1.1, "e_tot_ev": -452788.263, "de_lowest_kj_mol": 1068.47, "homo_ev": -8.963, "charge": 0, "elements": ["C", "N", "O", "O", "H", "H", "H", "C", "C", "C", "C", "C", "C", "N", "O", "O", "H", "H", "H", "H", "H", "C", "C", "C", "C", "C", "C", "N", "O", "O", "H", "H", "H", "H", "H", "C", "Br", "Br", "Br", "H", "C", "Br", "Br", "Br", "H"], "xyz": [[-1.69, 2.49, 0.68], [-1.57, 0.98, 0.73], [-0.75, 0.47, 1.51], [-2.33, 0.33, -0.01], [-2.38, 2.78, -0.11], [-0.69, 2.92, 0.53], [-1.99, 2.76, 1.69], [1.40, -2.73, 3.05], [1.12, -3.26, 4.32], [0.48, -4.48, 4.41], [0.22, -5.25, 3.24], [0.45, -4.72, 1.98], [0.98, -3.42, 1.85], [-0.51, -6.55, 3.32], [-0.67, -7.10, 2.20], [-0.78, -7.08, 4.42], [2.02, -1.85, 2.99], [1.55, -2.80, 5.20], [0.35, -4.92, 5.39], [0.24, -5.25, 1.06], [1.27, -3.03, 0.89], [-0.57, 5.11, -0.34], [-1.60, 5.31, -1.25], [-1.75, 4.37, -2.29], [-0.84, 3.32, -2.45], [0.09, 3.09, -1.48], [0.24, 3.93, -0.37], [-1.14, 2.29, -3.49], [-0.57, 1.19, -3.40], [-1.91, 2.57, -4.45], [-0.39, 5.91, 0.36], [-2.22, 6.20, -1.24], [-2.57, 4.57, -2.97], [0.76, 2.25, -1.60], [1.01, 3.80, 0.38], [1.90, -0.77, -4.51], [0.94, 0.90, -5.20], [3.61, -0.17, -3.70], [2.04, -2.14, -5.93], [1.33, -1.12, -3.65], [0.82, -0.12, -0.34], [1.17, -1.36, 1.15], [1.41, -1.01, -2.04], [1.75, 1.55, -0.17], [-0.26, 0.05, -0.33]]}

[2]
{"formula": "C16H31NP2SSn", "method": "the ωB97M-V functional and the def2-TZVPD basis", "e_lumo_ev": [-0.2, -0.4], "e_tot_ev": -53819.289, "de_lowest_kj_mol": 225.28, "homo_ev": [-3.045, -2.845], "charge": 0, "elements": ["P", "P", "C", "C", "H", "H", "H", "H", "C", "H", "H", "H", "C", "H", "H", "H", "C", "H", "H", "H", "C", "H", "H", "H", "Sn", "C", "C", "C", "C", "C", "C", "C", "C", "C", "H", "H", "H", "H", "H", "H", "H", "H", "H", "H", "H", "H", "H", "H", "H", "S", "C", "N"], "xyz": [[1.39, -1.79, -1.78], [0.82, 2.10, -1.38], [1.49, -0.32, -2.98], [1.88, 1.09, -2.44], [0.52, -0.28, -3.54], [2.24, -0.55, -3.77], [2.86, 1.00, -1.94], [2.09, 1.72, -3.33], [-0.73, 2.44, -2.18], [-1.28, 3.12, -1.51], [-1.32, 1.53, -2.30], [-0.60, 2.94, -3.14], [1.58, 3.65, -1.00], [1.28, 4.35, -1.79], [2.68, 3.57, -0.98], [1.19, 4.00, -0.03], [0.53, -3.24, -2.57], [0.48, -4.00, -1.79], [1.10, -3.69, -3.39], [-0.50, -3.08, -2.91], [3.05, -2.41, -2.26], [3.80, -1.61, -2.09], [3.04, -2.72, -3.32], [3.24, -3.27, -1.59], [-1.56, -0.77, -4.32], [-0.49, 1.10, -5.33], [-1.92, 1.13, -5.32], [-2.77, 0.51, -6.40], [-2.26, -0.86, -7.01], [-1.47, -1.82, -6.14], [-0.05, -1.67, -5.81], [0.80, -0.72, -6.58], [0.25, 0.72, -6.58], [-2.34, -1.04, -2.35], [0.05, 1.73, -4.61], [-2.42, 1.87, -4.67], [-2.85, 1.25, -7.20], [-3.79, 0.37, -6.01], [-3.17, -1.40, -7.34], [-1.69, -0.64, -7.92], [-1.90, -2.83, -6.06], [0.50, -2.52, -5.39], [0.90, -1.07, -7.62], [1.82, -0.70, -6.19], [1.07, 1.42, -6.74], [-0.41, 0.86, -7.44], [-1.70, -0.33, -1.83], [-2.26, -2.08, -2.06], [-3.39, -0.68, -2.38], [-0.25, 0.95, 2.68], [0.09, 1.22, 1.19], [0.39, 1.42, 0.03]]}

[3]
{"formula": "C4H4O2S", "method": "the ωB97M-V functional and the def2-TZVPD basis", "e_lumo_ev": -0.1, "e_tot_ev": -19142.991, "de_lowest_kj_mol": 0.00, "homo_ev": -9.264, "charge": 0, "elements": ["C", "C", "C", "C", "H", "H", "H", "H", "O", "O", "S"], "xyz": [[0.31, 0.57, 0.35], [0.97, 0.34, -1.00], [0.23, -0.86, -1.59], [-0.80, -1.21, -0.52], [2.05, 0.17, -0.84], [0.89, 1.24, -1.59], [-0.29, -0.66, -2.52], [0.83, -1.72, -1.77], [-1.61, -2.08, -0.52], [-0.67, -0.34, 0.54], [0.66, 1.71, 1.44]]}

[4]
{"formula": "C35H42F10N2O33", "method": "the ωB97M-V functional and the def2-TZVPD basis", "e_lumo_ev": 0.2, "e_tot_ev": -134697.898, "homo_ev": -8.843, "charge": 0, "elements": ["C", "C", "N", "O", "C", "O", "O", "C", "C", "N", "H", "H", "H", "H", "H", "H", "H", "H", "H", "H", "H", "H", "C", "C", "O", "C", "O", "O", "F", "H", "H", "H", "C", "C", "O", "C", "O", "O", "F", "H", "H", "H", "C", "C", "O", "C", "O", "O", "F", "H", "H", "H", "C", "C", "O", "C", "O", "O", "F", "H", "H", "H", "C", "C", "O", "C", "O", "O", "F", "H", "H", "H", "C", "C", "O", "C", "O", "O", "F", "H", "H", "H", "C", "C", "O", "C", "O", "O", "F", "H", "H", "H", "C", "C", "O", "C", "O", "O", "F", "H", "H", "H", "C", "C", "O", "C", "O", "O", "F", "H", "H", "H", "C", "C", "O", "C", "O", "O", "F", "H", "H", "H"], "xyz": [[-0.10, 0.58, -0.08], [0.32, 1.58, -1.17], [0.00, 2.89, -0.63], [0.10, 3.92, -1.61], [-1.12, 4.34, -2.01], [-1.30, 4.58, -3.16], [-2.05, 4.57, -1.08], [-2.83, 3.39, -0.71], [-3.52, 2.69, -1.89], [-3.23, 1.26, -1.98], [0.75, 0.38, 0.57], [-0.84, 1.10, 0.53], [-0.52, -0.31, -0.50], [-0.25, 1.36, -2.06], [1.38, 1.47, -1.42], [0.68, 3.13, 0.07], [-3.59, 3.74, -0.02], [-2.21, 2.71, -0.15], [-3.34, 3.18, -2.84], [-4.59, 2.78, -1.72], [-2.62, 1.05, -2.75], [-2.84, 0.89, -1.13], [-1.38, -4.06, 2.47], [-0.33, -3.23, 1.79], [-1.02, -2.00, 1.55], [-1.96, -1.89, 2.53], [-2.54, -0.88, 2.80], [-2.15, -3.07, 3.16], [0.03, -3.73, 0.59], [-2.02, -4.58, 1.75], [-0.96, -4.79, 3.15], [0.55, -3.04, 2.39], [-0.86, -5.14, 6.86], [-0.09, -4.33, 7.87], [0.96, -3.78, 7.08], [0.49, -3.67, 5.81], [1.00, -3.02, 4.96], [-0.65, -4.39, 5.65], [0.45, -5.10, 8.84], [-0.44, -6.14, 6.75], [-1.92, -5.21, 7.09], [-0.65, -3.52, 8.33], [-5.37, 0.48, 2.63], [-4.35, 1.48, 2.16], [-5.00, 2.72, 2.38], [-5.86, 2.54, 3.43], [-6.37, 3.42, 4.04], [-6.04, 1.22, 3.67], [-4.09, 1.35, 0.83], [-6.08, 0.23, 1.85], [-4.93, -0.43, 3.02], [-3.41, 1.46, 2.71], [4.94, -4.55, 1.72], [4.59, -4.06, 3.10], [3.18, -3.96, 3.04], [2.75, -4.89, 2.14], [1.63, -5.24, 2.03], [3.78, -5.34, 1.39], [5.11, -2.83, 3.34], [5.04, -3.74, 1.01], [5.84, -5.16, 1.70], [4.87, -4.73, 3.91], [7.41, -9.55, 1.29], [6.27, -8.60, 1.60], [6.68, -7.40, 0.97], [7.47, -7.77, -0.09], [7.77, -7.05, -0.98], [7.85, -9.07, 0.02], [6.15, -8.38, 2.93], [8.22, -9.46, 2.01], [7.09, -10.58, 1.23], [5.30, -8.91, 1.20], [10.94, -5.42, 1.67], [11.37, -6.81, 1.31], [11.09, -7.55, 2.50], [10.05, -6.91, 3.11], [9.39, -7.37, 3.97], [9.87, -5.67, 2.59], [12.70, -6.88, 1.05], [11.73, -4.86, 2.18], [10.59, -4.84, 0.82], [10.82, -7.25, 0.47], [-0.13, 4.65, -6.09], [-1.23, 4.57, -7.12], [-0.52, 4.21, -8.29], [0.58, 3.50, -7.90], [1.24, 2.83, -8.61], [0.80, 3.67, -6.57], [-1.83, 5.78, -7.32], [0.35, 5.63, -6.08], [-0.47, 4.41, -5.08], [-2.00, 3.83, -6.91], [-5.80, 6.27, -2.42], [-6.25, 6.79, -3.76], [-5.74, 5.81, -4.66], [-5.69, 4.63, -3.97], [-5.56, 3.57, -4.47], [-5.82, 4.85, -2.63], [-5.67, 7.99, -4.05], [-4.79, 6.59, -2.17], [-6.47, 6.55, -1.61], [-7.33, 6.86, -3.88], [3.57, 2.61, 3.26], [2.47, 2.44, 2.25], [3.15, 1.88, 1.14], [4.21, 1.18, 1.64], [4.84, 0.39, 1.04], [4.44, 1.53, 2.94], [1.93, 3.64, 1.88], [4.10, 3.56, 3.13], [3.23, 2.54, 4.29], [1.67, 1.77, 2.57], [-9.20, 8.96, -6.32], [-9.85, 8.19, -7.45], [-9.56, 6.84, -7.11], [-9.44, 6.79, -5.75], [-9.45, 5.80, -5.11], [-9.32, 8.04, -5.22], [-9.29, 8.47, -8.65], [-8.15, 9.16, -6.52], [-9.71, 9.89, -6.10], [-10.93, 8.31, -7.52]]}

[5]
{"formula": "C4H11NOS", "method": "the ωB97M-V functional and the def2-TZVPD basis", "multiplicity": 3, "e_lumo_ev": [0.7, -1.9], "e_tot_ev": -18690.903, "de_lowest_kj_mol": 265.40, "homo_ev": [-4.732, -8.543], "charge": 0, "elements": ["C", "C", "C", "C", "N", "O", "S", "H", "H", "H", "H", "H", "H", "H", "H", "H", "H", "H"], "xyz": [[2.31, -0.03, -1.08], [-1.65, -0.93, 0.83], [-1.34, 0.62, -1.18], [0.08, 0.82, 0.70], [-1.04, 0.25, 0.15], [2.74, 0.64, 1.31], [1.77, -0.06, 0.51], [3.34, -0.22, -1.12], [1.62, -0.42, -1.87], [-2.00, -1.55, 0.01], [-0.80, -1.39, 1.34], [-2.37, -0.78, 1.61], [-0.35, 0.45, -1.80], [-1.99, -0.18, -1.63], [-1.80, 1.57, -1.16], [0.27, 1.81, 0.33], [-0.13, 0.79, 1.79], [1.34, -1.39, 1.27]]}

[6]
{"formula": "C6H13INO2", "method": "the ωB97M-V functional and the def2-TZVPD basis", "e_lumo_ev": [-3.8, -3.8], "e_tot_ev": -20108.356, "de_lowest_kj_mol": 0.00, "homo_ev": [-11.988, -11.989], "charge": 1, "elements": ["C", "C", "C", "C", "C", "C", "N", "O", "O", "I", "H", "H", "H", "H", "H", "H", "H", "H", "H", "H", "H", "H", "H"], "xyz": [[0.14, 1.42, 0.54], [1.19, 3.41, -0.33], [-1.66, -2.61, 0.26], [0.50, 2.14, -0.71], [1.08, -1.60, 0.52], [-0.08, -0.82, -0.02], [-1.39, -1.18, 0.65], [-0.34, 1.60, 1.58], [-0.36, -0.76, -1.39], [2.95, -0.33, 0.52], [2.11, 3.10, 0.02], [0.65, 4.09, 0.42], [1.27, 4.06, -1.32], [-2.47, -3.05, 0.76], [-1.86, -2.60, -0.85], [-0.69, -3.09, 0.59], [1.14, 1.54, -1.41], [-0.42, 2.18, -1.26], [1.10, -2.57, -0.21], [0.83, -1.80, 1.58], [-2.20, -0.57, 0.24], [-1.33, -0.94, 1.69], [-0.14, -1.64, -1.87]]}

[7]
{"formula": "C5H10O", "method": "the ωB97M-V functional and the def2-TZVPD basis", "e_lumo_ev": 1.1, "e_tot_ev": -7393.653, "de_lowest_kj_mol": 107.30, "homo_ev": -10.039, "charge": 0, "elements": ["C", "C", "C", "O", "C", "C", "H", "H", "H", "H", "H", "H", "H", "H", "H", "H"], "xyz": [[-0.86, 1.01, 1.73], [0.31, 0.20, 1.16], [0.67, 0.65, -0.24], [1.74, -0.03, -0.88], [0.45, -0.12, -1.47], [-0.18, -1.49, -1.52], [-0.61, 2.07, 1.78], [-1.10, 0.67, 2.75], [-1.76, 0.90, 1.12], [1.19, 0.32, 1.79], [0.06, -0.87, 1.16], [0.73, 1.74, -0.35], [0.35, 0.46, -2.39], [-0.05, -2.03, -0.58], [0.29, -2.08, -2.32], [-1.25, -1.41, -1.74]]}

[8]
{"formula": "C16H8Cl2IrN2O5", "method": "the ωB97M-V functional and the def2-TZVPD basis", "e_lumo_ev": -5.0, "e_tot_ev": -57813.085, "de_lowest_kj_mol": 0.00, "homo_ev": -12.047, "charge": 1, "elements": ["Ir", "O", "C", "C", "C", "C", "C", "C", "C", "O", "N", "O", "O", "H", "H", "H", "H", "Cl", "C", "C", "C", "Cl", "C", "C", "C", "C", "N", "C", "C", "O", "H", "H", "H", "H"], "xyz": [[-0.45, 0.77, -0.55], [-0.93, -1.16, -0.70], [-0.34, -2.10, -1.30], [0.91, -2.04, -1.95], [1.41, -3.20, -2.58], [2.61, -3.13, -3.21], [3.36, -1.95, -3.25], [2.89, -0.82, -2.64], [1.65, -0.83, -1.98], [1.25, 0.28, -1.41], [3.14, -4.35, -3.86], [2.49, -5.36, -3.75], [4.23, -4.26, -4.38], [-0.89, -3.04, -1.29], [0.85, -4.13, -2.56], [4.31, -1.96, -3.77], [3.46, 0.11, -2.66], [-2.93, 5.07, -0.26], [-2.52, 3.98, 0.98], [-2.87, 4.28, 2.33], [-2.57, 3.44, 3.35], [-3.01, 3.84, 4.97], [-1.88, 2.21, 3.11], [-1.49, 1.26, 4.07], [-0.81, 0.13, 3.66], [-0.52, -0.06, 2.30], [-0.88, 0.83, 1.39], [-1.55, 1.95, 1.78], [-1.86, 2.81, 0.72], [-1.46, 2.37, -0.50], [-3.40, 5.20, 2.52], [-1.72, 1.41, 5.11], [-0.50, -0.62, 4.36], [0.02, -0.93, 1.95]]}